75
Properties=species:S:1:pos:R:3:forces:R:3:mulliken_charge:R:1 method="wB97M-V/def2-TZVPD" e_lumo_ha=0.071 total_charge=-1 gap_ha=0.26609 de_lowest_kj_mol=0.00 energy_ha=-4118.01267 max_force_ha_per_bohr=0.00316
Ba -1.47937 0.38859 1.02686 0.080 0.084 -0.114 1.57
C 2.75540 0.73542 0.72490 0.003 0.022 -0.009 -0.90
C 2.03398 1.75931 -0.15433 0.009 -0.039 0.026 1.72
C 2.94972 2.25909 -1.27419 -0.001 0.008 -0.004 -1.70
C 1.47939 2.92575 0.64570 -0.043 -0.015 -0.047 0.52
C 2.31444 3.61511 1.51738 -0.008 0.037 0.013 -0.31
C 1.84703 4.68829 2.25632 0.043 -0.031 -0.010 -1.46
C 0.52473 5.07586 2.11890 -0.025 0.033 -0.006 -1.02
C -0.34540 4.42344 1.25108 0.007 0.005 0.026 0.81
C -1.76951 4.93795 1.14393 0.025 -0.016 0.008 0.49
C -2.06263 5.53405 -0.23429 -0.006 0.010 0.011 -1.27
C -2.82553 3.90195 1.53160 0.001 0.023 -0.033 -1.05
C 0.13553 3.33705 0.49540 0.030 0.044 0.014 -0.20
N -0.71682 2.55724 -0.30493 -0.040 -0.034 -0.049 0.38
C -0.64100 2.63908 -1.62996 -0.009 -0.015 -0.049 -0.46
O -0.12430 3.51569 -2.33285 0.010 0.016 0.014 -0.72
C -1.22130 1.41552 -2.32821 -0.036 0.018 0.145 0.03
C -1.65862 1.42195 -3.64175 0.015 -0.042 -0.019 -0.68
C -2.07874 0.21912 -4.19322 -0.002 0.006 -0.015 -0.51
C -1.99366 -0.95338 -3.45507 0.020 0.007 0.037 -0.78
C -1.50540 -0.87775 -2.15801 -0.018 -0.026 -0.039 0.26
N -1.17428 0.29024 -1.61752 0.048 -0.023 -0.002 0.14
C -1.20562 -2.14243 -1.35562 -0.041 0.041 0.035 -0.04
O -1.52710 -3.21904 -1.86984 0.020 -0.016 -0.012 -0.77
N -0.55890 -1.93479 -0.19756 -0.040 0.045 0.012 0.43
C 0.09293 -3.06823 0.33591 -0.014 -0.015 0.042 -1.26
C 1.10863 -3.71523 -0.40050 0.024 -0.013 0.019 0.85
C 1.75465 -4.81672 0.14751 0.010 -0.005 0.008 -0.13
C 1.45106 -5.28438 1.41252 -0.008 0.011 -0.006 -1.63
C 0.49654 -4.61507 2.15921 -0.011 0.006 -0.003 -0.42
C -0.18099 -3.51400 1.64794 0.009 -0.041 -0.012 0.87
C -1.21686 -2.79936 2.49767 -0.057 0.028 -0.051 2.03
C -2.63163 -2.96882 1.93568 -0.023 -0.036 0.000 -1.04
C -1.21238 -3.18602 3.97497 0.039 0.014 0.003 -2.16
C 1.56951 -3.22766 -1.76229 -0.024 0.009 -0.020 1.13
C 3.05581 -2.85914 -1.74574 0.004 -0.004 0.005 -1.65
C 1.28370 -4.25790 -2.85684 0.006 0.024 0.001 -1.69
H 3.06545 -0.12307 0.12718 -0.008 0.001 0.007 -0.14
H 2.11196 0.36531 1.52860 0.000 -0.007 0.005 0.30
H 3.64838 1.15845 1.19041 0.001 0.000 0.003 0.37
H 1.19642 1.24184 -0.62741 -0.002 0.024 0.013 -0.37
H 3.82337 2.76727 -0.85580 0.002 0.002 0.000 0.36
H 2.41479 2.95863 -1.91660 0.000 0.000 -0.001 0.41
H 3.30253 1.42328 -1.88337 0.000 -0.003 0.001 0.38
H 3.34908 3.30712 1.61723 0.005 0.000 0.005 0.33
H 2.50496 5.21787 2.93432 0.006 -0.003 0.000 0.37
H 0.15142 5.91643 2.69452 -0.007 -0.001 -0.003 0.34
H -1.83763 5.75367 1.87221 -0.016 -0.004 0.000 0.44
H -1.95879 4.78558 -1.01760 0.000 -0.001 -0.005 0.15
H -1.36994 6.34585 -0.46232 0.006 -0.004 -0.004 0.33
H -3.08097 5.93025 -0.26254 -0.002 0.000 -0.004 0.44
H -2.94675 3.14582 0.75824 -0.002 -0.006 0.011 0.03
H -3.79989 4.37755 1.66026 -0.003 -0.006 0.018 0.44
H -2.57621 3.40933 2.47606 -0.009 -0.002 0.006 0.25
H -1.64794 2.34926 -4.19674 -0.001 0.000 -0.003 0.53
H -2.45025 0.19043 -5.21061 0.002 0.000 0.001 0.40
H -2.26785 -1.92035 -3.85130 0.001 0.004 -0.004 0.53
H 2.52298 -5.31583 -0.43291 0.002 -0.002 0.002 0.28
H 1.96173 -6.14688 1.82256 0.006 -0.003 -0.009 0.37
H 0.27633 -4.96292 3.15960 0.000 0.000 0.001 0.34
H -0.93423 -1.73627 2.48741 -0.031 -0.053 -0.008 -0.73
H -2.92963 -4.01321 2.05663 -0.005 0.001 0.002 0.34
H -2.68744 -2.74065 0.87296 0.020 0.004 -0.004 0.20
H -3.35670 -2.34265 2.45995 0.008 0.009 0.000 0.35
H -1.55546 -4.21300 4.11401 0.002 -0.004 -0.005 0.38
H -1.89757 -2.53654 4.52286 -0.010 -0.011 0.002 0.48
H -0.22007 -3.09412 4.42002 -0.002 0.007 0.005 0.45
H 1.02212 -2.31688 -2.00168 0.008 -0.014 0.001 -0.15
H 3.68275 -3.73736 -1.57458 0.001 -0.004 0.005 0.34
H 3.27578 -2.13535 -0.95935 -0.007 0.000 -0.002 0.31
H 3.34877 -2.42401 -2.70424 0.002 0.003 -0.002 0.45
H 1.86330 -5.16984 -2.68796 0.000 -0.005 -0.004 0.34
H 1.56484 -3.85991 -3.83556 0.004 -0.010 -0.003 0.44
H 0.22471 -4.50908 -2.87215 -0.003 0.001 0.007 0.38
Br -4.51739 0.45317 1.26692 0.035 -0.032 0.045 -0.82